(1)
Molecular formula: C8H15N2O
Method: DFT, ωB97M-V/def2-TZVPD

Geometry as XYZ:
```
26
Properties=species:S:1:pos:R:3:mulliken_charge:R:1
C 1.237 -1.224 -1.173 -0.342
C -1.735 -0.419 -0.696 -0.933
C 1.283 0.267 -1.599 -0.639
C -1.116 1.013 -1.146 -0.781
C 1.255 -1.520 0.413 -0.898
C -1.141 -0.703 0.706 -0.356
C 0.356 1.107 -0.821 0.038
C 0.294 -0.530 0.791 0.142
N -0.241 1.644 3.733 -0.075
N 0.664 0.733 0.583 0.030
O -1.394 1.412 3.318 -0.200
H 0.202 -1.532 -1.477 0.066
H 2.097 -1.877 -1.611 0.407
H -2.853 -0.314 -0.682 0.411
H -1.499 -1.167 -1.432 0.385
H 2.258 0.753 -1.416 0.374
H 0.780 0.319 -2.637 0.283
H -1.168 1.016 -2.193 0.374
H -1.733 1.842 -0.755 0.373
H 1.033 -2.564 0.464 0.396
H 2.308 -1.305 0.578 0.345
H -1.678 0.008 1.428 0.203
H -1.424 -1.739 0.845 0.367
H 0.706 2.069 -0.999 0.405
H 1.583 0.798 1.001 0.370
H -0.072 1.916 4.776 0.256
```

## Properties
- net charge = +1
- spin multiplicity = 1
- ΔE to the lowest compared entry with this formula, charge and spin (kcal/mol) = 143.01
- LUMO energy (alpha / beta) (eV) = -4.93 / -4.93
- HOMO-LUMO gap (alpha / beta) (eV) = 7.884 / 7.884

(2)
Molecular formula: C8H15N2O2
Method: DFT, ωB97M-V/def2-TZVPD

Geometry as XYZ:
```
27
Properties=species:S:1:pos:R:3:mulliken_charge:R:1
C 1.542 -1.174 -2.101 -1.178
C 1.757 0.198 -1.412 -0.430
C 1.186 0.506 -0.023 0.296
O 1.352 1.763 0.175 -0.325
C 0.994 2.350 1.440 -0.654
C -0.281 0.096 0.049 -0.677
N -1.285 0.750 -0.629 0.146
C -2.524 0.203 -0.277 0.556
O -3.612 0.509 -1.038 -0.491
C -2.310 -0.806 0.658 -0.627
N -0.959 -0.827 0.851 0.399
C -0.265 -1.728 1.750 -0.870
H 1.769 -2.011 -1.483 0.319
H 0.522 -1.381 -2.596 0.260
H 2.319 -1.361 -2.923 0.352
H 1.232 1.068 -1.989 0.277
H 2.796 0.470 -1.466 0.418
H 1.729 -0.211 0.670 0.355
H 1.077 3.378 1.245 0.303
H 1.850 2.042 2.209 0.246
H 0.014 1.984 1.777 0.297
H -1.151 1.426 -1.306 0.213
H -4.438 0.058 -0.782 0.359
H -3.050 -1.315 1.132 0.516
H 0.504 -1.186 2.419 0.326
H -0.997 -2.212 2.504 0.325
H 0.231 -2.590 1.146 0.291
```

## Properties
- net charge = +1
- spin multiplicity = 1
- ΔE to the lowest compared entry with this formula, charge and spin (kcal/mol) = 6.14
- LUMO energy (eV) = -3.09
- HOMO-LUMO gap (eV) = 9.925

(3)
Molecular formula: C8H15N2S
Method: DFT, ωB97M-V/def2-TZVPD

Geometry as XYZ:
```
26
Properties=species:S:1:pos:R:3:mulliken_charge:R:1
C 2.317 -0.945 -0.171 0.157
C 2.805 0.204 0.140 0.900
C -0.804 -0.457 -0.128 -0.347
C -3.202 0.256 -0.093 0.905
C 1.840 -2.208 -0.384 -0.390
C 4.257 0.511 -0.132 -1.377
C 2.012 1.298 0.801 -0.906
C -4.118 1.327 -0.568 -1.276
N -3.718 -0.808 0.472 -0.194
N -1.886 0.402 -0.268 -0.025
S -1.010 -1.955 0.543 -0.417
H 0.732 -2.228 0.087 -0.216
H 2.330 -2.994 0.187 0.336
H 1.664 -2.472 -1.423 0.337
H 4.790 0.545 0.818 0.328
H 4.346 1.482 -0.614 0.373
H 4.713 -0.248 -0.763 0.380
H 2.350 1.413 1.830 0.338
H 0.953 1.049 0.797 0.063
H 2.179 2.237 0.278 0.389
H -4.839 0.917 -1.273 0.364
H -4.683 1.734 0.272 0.358
H -3.584 2.141 -1.051 0.331
H -4.719 -0.916 0.545 0.273
H -3.112 -1.573 0.781 0.077
H -1.612 1.288 -0.685 0.241
```

## Properties
- net charge = +1
- spin multiplicity = 1
- ΔE to the lowest compared entry with this formula, charge and spin (kcal/mol) = 82.66
- LUMO energy (eV) = -3.61
- HOMO-LUMO gap (eV) = 7.512

(4)
Molecular formula: C8H15N3
Method: DFT, ωB97M-V/def2-TZVPD

Geometry as XYZ:
```
26
Properties=species:S:1:pos:R:3:mulliken_charge:R:1
C -2.509 -1.213 -0.583 -0.259
N -2.270 0.011 -0.095 -0.037
C -1.027 0.474 -0.448 -0.170
C -0.371 1.599 0.277 -1.115
C 0.287 1.156 1.590 -0.656
N 1.525 0.394 1.327 -0.150
C 1.258 -1.049 0.797 -0.634
C 1.002 -1.069 -0.754 -1.283
C -0.337 -0.615 -1.219 1.591
C -0.602 0.395 -2.280 -1.020
N -1.407 -1.620 -1.122 -0.167
H -3.402 -1.690 -0.394 0.506
H -2.914 0.673 0.423 0.355
H -1.031 2.352 0.603 0.519
H 0.401 2.050 -0.310 0.366
H 0.555 2.124 2.234 0.437
H -0.428 0.555 2.124 0.364
H 2.182 0.319 2.116 0.389
H 2.103 0.733 0.514 0.391
H 0.498 -1.493 1.616 0.352
H 2.332 -1.516 0.885 0.379
H 1.923 -0.594 -1.139 0.469
H 1.133 -2.091 -1.084 0.469
H -0.117 1.452 -2.283 0.267
H -1.405 0.063 -2.919 0.370
H -1.309 -2.537 -1.600 0.267
```

## Properties
- net charge = +2
- spin multiplicity = 1
- ΔE to the lowest compared entry with this formula, charge and spin (kcal/mol) = 22.11
- LUMO energy (alpha / beta) (eV) = -7.11 / -7.11
- HOMO-LUMO gap (alpha / beta) (eV) = 9.088 / 9.088